A structure of composition C12H10BrCeF3O2 in a non-equilibrium geometry, computed with the ωB97M-V functional and the def2-TZVPD basis.

Computed properties:
E_tot = -3962.49619 Eh
spin multiplicity = 2
LUMO energy (spin up / spin down) = 0.097 / 0.097 Eh
HOMO energy (spin up / spin down) = -0.1193 / -0.1811 Ha
net charge = -1
Kohn-Sham gap (spin up / spin down) = 5.88 / 7.56 eV

Last column: Mulliken charge in e.
Cartesian coordinates (Å):
C -0.9711 -0.9930 -2.3729  -0.426
C -1.0221 -2.0168 -1.3417  -0.604
C -1.7560 -1.4617 -0.2062  -0.493
H -0.5588 -2.9511 -1.3734  0.496
C -2.1700 -0.1172 -0.5472  -0.457
C -1.6645 0.1956 -1.8692  -0.704
H -1.7618 1.1117 -2.3581  0.538
H -0.4947 -1.0810 -3.2935  0.613
H -1.8988 -1.9306 0.7172  0.612
H -2.6802 0.5447 0.0847  0.584
Ce 0.1924 -0.2268 -0.4183  -0.011
Br 1.0229 -2.0993 1.0842  -0.551
C 2.1974 0.9378 -0.1256  -0.359
C 1.3574 1.7323 -1.0130  -0.611
C 1.1843 0.9790 -2.2502  -0.531
H 0.8952 2.6391 -0.7741  0.570
C 1.9128 -0.2867 -2.1138  -0.478
C 2.5589 -0.2870 -0.8141  -0.645
H 3.1267 -1.0682 -0.4167  0.629
H 2.4377 1.1738 0.8652  0.445
H 0.6153 1.2750 -3.0665  0.610
H 1.9507 -1.0582 -2.8127  0.563
F -1.6253 0.7238 4.8677  -0.255
C -0.5406 0.9415 4.0825  0.739
F -0.2965 2.2818 3.9929  -0.262
F 0.5480 0.3132 4.6129  -0.254
C -0.8251 0.3625 2.6304  0.385
O -1.8784 -0.1589 2.4250  -0.607
O 0.1441 0.5247 1.8048  -0.538

A structure of composition C23H16ClN4O4Sr in a non-equilibrium geometry, computed with the ωB97M-V functional and the def2-TZVPD basis.

Computed properties:
E_tot = -1897.10673 Eh
spin multiplicity = 1
LUMO energy = 0.045 Eh
energy above the lowest of the compared OMol25 structures with the same formula, charge and spin = 10.6 kcal per mole
HOMO energy = -0.1632 Ha
net charge = -1
Kohn-Sham gap = 5.66 eV

Last column: Mulliken charge in e.
Cartesian coordinates (Å):
Sr -0.6988 -0.1642 0.0139  3.169
C -0.1450 0.0343 -4.5506  -0.901
C 1.2250 0.0436 -4.7650  -0.386
C 2.0814 0.0415 -3.6786  -0.902
C 1.5526 0.0299 -2.3889  0.243
N 0.2290 -0.0001 -2.1972  0.150
C -0.5885 0.0103 -3.2394  -0.283
C 2.3882 0.0314 -1.1645  0.498
C 3.7804 -0.0084 -1.2015  -0.912
C 4.4722 -0.0434 -0.0048  -0.764
C 3.7792 -0.0398 1.1905  -0.996
C 2.3870 0.0154 1.1527  0.434
N 1.7326 0.0606 -0.0049  0.551
C 1.5573 0.0186 2.3854  0.249
C 2.1037 -0.0121 3.6662  -0.963
C 1.2597 -0.0116 4.7624  -0.409
C -0.1114 0.0217 4.5638  -0.899
C -0.5713 0.0480 3.2581  -0.223
N 0.2347 0.0467 2.2080  0.235
H -0.8456 0.0472 -5.3729  0.409
H 1.6228 0.0562 -5.7711  0.424
H 3.1496 0.0554 -3.8385  0.345
H -1.6505 -0.0003 -3.0084  0.510
H 4.3247 -0.0187 -2.1341  0.328
H 5.5538 -0.0811 -0.0034  0.417
H 4.3221 -0.0850 2.1220  0.335
H 3.1729 -0.0385 3.8153  0.332
H 1.6706 -0.0355 5.7632  0.416
H -0.8024 0.0282 5.3945  0.404
H -1.6353 0.0752 3.0391  0.487
O -8.0400 0.8076 -0.0193  -0.737
C -7.1924 1.7216 -0.0109  0.421
O -7.3141 2.9572 -0.0111  -0.712
C -5.7096 1.2107 -0.0055  0.226
C -5.4500 -0.1559 -0.0067  -0.593
C -4.1403 -0.5896 -0.0012  -0.930
N -3.0919 0.2436 0.0077  -0.025
C -3.3351 1.5646 0.0088  0.371
C -4.6268 2.0787 0.0006  -0.561
C -2.1196 2.5151 0.0192  0.128
O -2.3439 3.7191 -0.0513  -0.770
O -0.9797 1.9442 0.1027  -0.988
H -6.2795 -0.8496 -0.0120  0.455
H -3.9026 -1.6507 -0.0026  0.570
H -4.7819 3.1474 -0.0011  0.592
Cl 1.2536 -2.9904 1.2354  -0.313
C -0.1290 -2.7295 0.0651  -0.920
H -0.8597 -3.4850 0.3768  0.301
H 0.2812 -3.1000 -0.8853  0.188

A structure of composition C21H17BO3S2V, computed with the ωB97M-V functional and the def2-TZVPD basis.

Computed properties:
E_tot = -2801.51909 Eh
spin multiplicity = 2
LUMO energy (spin up / spin down) = 0.186 / 0.186 Eh
HOMO energy (spin up / spin down) = -0.0192 / 0.0110 Ha
net charge = -2
Kohn-Sham gap (spin up / spin down) = 5.59 / 4.77 eV

Last column: Mulliken charge in e.
Cartesian coordinates (Å):
V 0.7647 0.3097 -1.6314  0.174
C 3.8916 -2.3118 0.8236  -1.426
C 3.0042 -1.6910 -0.2319  0.545
S 2.1909 -0.2000 0.2326  -0.477
C 2.8261 -2.2694 -1.4304  0.384
C 3.4928 -3.5760 -1.7882  -1.407
S 1.7459 -1.6067 -2.6557  -0.564
H 4.0333 -1.6143 1.6487  0.337
H 4.8786 -2.5785 0.4301  0.308
H 3.4501 -3.2273 1.2364  0.254
H 4.5100 -3.6452 -1.3904  0.307
H 3.5395 -3.6903 -2.8719  0.348
H 2.9308 -4.4330 -1.3955  0.242
O -2.2505 -1.0958 -1.6990  -0.572
B -1.5959 0.0216 -1.0233  1.355
O -1.9117 -0.1065 0.3831  -0.678
C -2.5780 -1.2658 0.5247  0.345
C -3.0411 -1.8531 1.6790  -0.888
C -3.7283 -3.0711 1.5597  -0.478
C -3.9256 -3.6591 0.3219  -0.415
C -3.4490 -3.0550 -0.8517  -0.945
C -2.7806 -1.8566 -0.7306  0.801
H -2.8685 -1.3854 2.6398  0.466
H -4.1000 -3.5615 2.4522  0.335
H -4.4498 -4.6059 0.2557  0.331
H -3.5869 -3.5108 -1.8237  0.435
O -0.5409 0.8321 -2.9709  -0.704
C -1.0592 1.2275 -1.7506  -0.530
C -1.0269 4.0037 2.6809  -0.463
C -2.0512 3.3606 1.9812  -0.855
C -1.7912 2.7967 0.7483  -0.163
C -0.5118 2.8355 0.1744  0.716
C -0.2379 2.2353 -1.1320  0.715
C 0.9928 2.5935 -1.7907  -0.676
C 1.9759 3.3167 -1.0548  -0.498
C 1.7877 3.7293 0.2215  -1.198
C 0.5071 3.5440 0.8543  0.894
C 0.2262 4.0979 2.1142  -0.776
H -1.2181 4.4374 3.6570  0.364
H -3.0468 3.2966 2.4059  0.351
H -2.5794 2.2994 0.2008  0.392
H 1.0608 2.5538 -2.8677  0.383
H 2.9230 3.5245 -1.5441  0.348
H 2.5738 4.2371 0.7699  0.262
H 1.0233 4.6171 2.6383  0.323

A cluster of 4 separate species, C2H12N4O4 in total in a non-equilibrium geometry, computed with the ωB97M-V functional and the def2-TZVPD basis.

Computed properties:
E_tot = -603.41468 Eh
spin multiplicity = 2
LUMO energy (spin up / spin down) = 0.134 / 0.126 Eh
HOMO energy (spin up / spin down) = 0.0065 / -0.2397 Ha
net charge = -1
Kohn-Sham gap (spin up / spin down) = 3.48 / 9.95 eV

Last column: Mulliken charge in e.
Cartesian coordinates (Å):
O 2.1594 -0.3103 -0.4448  -0.757
H 2.7559 0.4377 -0.4736  0.444
H 1.5310 -0.0899 0.2428  0.188
O 3.0961 -1.8883 -2.5182  -0.855
H 2.7423 -1.1672 -1.9977  0.411
H 2.5378 -2.6356 -2.3038  0.305
C -1.3293 2.6107 0.7944  -0.303
O -1.7951 3.4814 0.0542  -0.488
N -2.0600 1.6878 1.3348  -0.556
N -0.0174 2.5015 1.0686  -0.624
H -1.7651 1.1670 2.1485  0.571
H -3.0329 1.7497 1.0708  0.191
H 0.7206 3.0759 0.6872  0.358
H 0.1310 1.8469 1.8233  0.493
C -1.1107 -1.3696 -0.4468  -0.385
O -1.8133 -0.6601 -1.1445  -0.497
N -0.9917 -1.2648 0.8470  -0.679
N -0.1434 -2.1653 -0.9577  -0.379
H -1.7171 -0.6187 1.1234  0.230
H -0.3785 -1.8223 1.4243  0.733
H 0.6363 -2.4112 -0.3646  0.386
H -0.1557 -2.1554 -1.9676  0.213

A structure of composition C8H8FeNO6 in a non-equilibrium geometry, computed with the ωB97M-V functional and the def2-TZVPD basis.

Computed properties:
E_tot = -2078.64755 Eh
spin multiplicity = 6
LUMO energy (spin up / spin down) = -0.330 / -0.430 Eh
energy above the lowest of the compared OMol25 structures with the same formula, charge and spin = 0.0 kcal per mole
HOMO energy (spin up / spin down) = -0.5960 / -0.6624 Ha
net charge = +2
Kohn-Sham gap (spin up / spin down) = 7.25 / 6.34 eV

Last column: Mulliken charge in e.
Cartesian coordinates (Å):
O 1.2312 2.3155 1.2950  -0.154
C 0.6279 1.5136 0.7222  0.405
Fe -0.2799 0.2277 -0.1042  1.044
O -0.3327 1.8462 -2.5004  -0.121
C -0.2348 1.1602 -1.5656  0.033
C -0.7173 -1.1965 -1.0733  0.444
O -1.1607 -2.1355 -1.5814  -0.130
C 1.2309 -1.3808 1.1151  0.326
O 0.7692 -2.5217 1.1517  -0.266
C 1.4205 -0.6302 -0.2169  0.333
O 2.3690 -0.6582 -0.9565  -0.233
H 1.6901 -0.7932 1.9447  0.422
C -3.6216 1.8268 -0.0070  -0.701
N -3.7651 1.1246 1.2678  0.044
C -4.9838 1.3058 2.0597  -0.740
C -2.7938 0.3336 1.7033  -0.108
O -1.7390 0.1674 1.0458  -0.902
H -4.5635 2.3625 -0.1333  0.306
H -3.4636 1.1126 -0.8323  0.276
H -2.7730 2.5317 0.0254  0.271
H -5.4910 0.3405 2.2218  0.351
H -4.7537 1.7474 3.0442  0.347
H -5.6267 1.9780 1.4884  0.272
H -2.9602 -0.1613 2.6747  0.478